No. 1
A cluster of 7 separate species, C45H47BN3O13 in total. Source: the Open Molecules 2025 dataset; level of theory: ωB97M-V/def2-TZVPD.

```
109
Properties=species:S:1:pos:R:3:forces:R:3
C -6.668204 -0.234046 7.222882 0.4254 -0.0238 -0.0383
C -5.255073 -0.805417 7.030536 -0.1915 0.0769 -0.0185
C -4.629174 -0.340363 5.720489 -0.1914 0.0274 0.2536
O -5.308071 -0.868954 4.615520 0.1830 -0.1380 0.2076
C -4.447472 -1.339550 3.539075 -0.2862 -0.0736 -0.6360
B -4.564773 -2.951253 3.179525 0.0543 0.0239 0.6201
C -3.110989 -3.595633 2.799722 -0.0878 0.0449 -0.3638
C -2.466460 -3.045497 1.521666 0.3671 -0.2609 -0.0115
C -1.025178 -3.560511 1.295990 -0.1469 -0.0727 0.2901
C 0.025408 -2.572174 1.783529 -0.1243 -0.3917 -0.0686
N 1.378263 -2.915170 1.285819 0.2062 0.4145 -0.0622
C 2.430285 -2.248692 1.922388 -0.1094 -0.0452 0.0606
N 3.139163 -1.384058 1.316917 0.0211 -0.1708 0.1163
N 2.705151 -2.630696 3.282270 -0.1889 0.1253 -0.0921
H -7.374980 -0.882700 6.716067 -0.2800 0.0796 -0.0305
H -6.723633 0.766698 6.785448 -0.0813 -0.0238 -0.0059
H -6.939133 -0.141970 8.275913 -0.0670 -0.1618 0.0006
H -4.595377 -0.510404 7.854595 -0.0290 0.0804 -0.0479
H -5.304628 -1.896475 7.025512 0.0945 -0.0053 0.0075
H -3.568441 -0.616082 5.709772 -0.0395 -0.0497 -0.0847
H -4.691005 0.762523 5.705808 0.1716 0.0352 -0.0690
H -3.416355 -1.030040 3.766178 0.0267 -0.0740 0.0633
H -4.742190 -0.742472 2.661356 0.1228 0.1096 0.0214
H -5.375726 -3.142220 2.274505 0.1489 -0.0073 -0.1609
H -4.997453 -3.541371 4.178621 -0.0286 0.0489 0.0010
H -3.237269 -4.677014 2.649386 0.0920 -0.0272 0.0820
H -2.384205 -3.484683 3.621390 -0.0661 0.0537 0.0762
H -2.445831 -1.949550 1.549653 -0.0937 0.0189 -0.0800
H -3.065385 -3.336879 0.655463 -0.1702 0.1252 0.0661
H -0.913103 -4.479710 1.878920 0.0763 -0.0801 -0.1425
H -0.831019 -3.834623 0.254051 0.0168 0.2197 -0.0676
H -0.247400 -1.560067 1.465112 0.0996 0.0437 0.0324
H 0.033402 -2.587716 2.874862 -0.0087 0.0799 -0.0101
H 1.423005 -2.669360 0.301694 -0.0761 -0.0538 0.0171
H 3.858705 -1.072323 1.968598 0.1238 -0.0045 -0.1631
H 2.866926 -3.633751 3.289714 -0.0746 -0.0117 0.0294
H 1.865221 -2.489629 3.837309 0.1007 -0.0030 0.0777
C -9.783799 -4.409906 3.722444 0.0430 -0.0645 0.0199
C -9.688064 -4.675576 2.426164 0.0178 -0.1189 0.0023
C -8.799941 -3.883154 1.542145 0.0684 0.0808 -0.0446
O -8.760598 -4.112280 0.346358 -0.0855 0.0310 -0.0053
C -8.004955 -2.797516 2.155457 -0.1469 0.0180 0.0419
C -8.089051 -2.529077 3.457679 -0.1507 -0.0265 0.0472
C -8.989757 -3.315999 4.340079 0.2219 0.1469 -0.0191
O -9.082419 -3.083641 5.527971 -0.0744 0.0015 0.0147
H -10.436975 -4.962653 4.385277 -0.0050 0.0400 0.0209
H -10.259800 -5.462771 1.948669 0.0260 0.0001 -0.0208
H -7.351690 -2.251639 1.490953 0.0671 -0.0199 0.0221
H -7.498790 -1.753177 3.932724 0.0921 -0.0628 0.0235
C -12.449371 -2.743689 0.889271 0.0185 0.0144 -0.0175
C -13.053825 -2.397405 -0.244316 0.0010 -0.0060 0.0152
C -14.525936 -2.227044 -0.313735 0.0178 0.0046 -0.0251
O -15.079907 -1.912946 -1.346303 -0.0057 -0.0026 0.0126
C -15.301897 -2.456857 0.931731 -0.0003 -0.0111 0.0362
C -14.699984 -2.804442 2.065263 -0.0323 0.0059 -0.0276
C -13.224899 -2.975486 2.135171 0.0311 0.0063 -0.0127
O -12.681541 -3.292618 3.169807 -0.1020 0.0241 0.0177
H -11.376643 -2.873605 0.955621 0.0014 -0.0105 0.0183
H -12.508012 -2.225390 -1.163139 -0.0117 0.0005 -0.0080
H -16.373954 -2.325088 0.856517 0.0031 0.0063 -0.0250
H -15.243302 -2.978006 2.985546 0.0240 -0.0032 0.0142
C 7.074857 -2.739442 -2.895492 -0.0196 0.0194 -0.0324
C 5.954854 -2.557341 -3.588639 0.0376 -0.0014 0.0007
C 4.626785 -2.567634 -2.921701 -0.0035 0.0045 0.0191
O 3.608207 -2.397677 -3.556893 0.0008 0.0129 -0.0085
C 4.598989 -2.787597 -1.454976 -0.0083 -0.0062 0.0030
C 5.720109 -2.964618 -0.761068 -0.0046 0.0081 -0.0049
C 7.046086 -2.957476 -1.425535 -0.0011 -0.0031 0.0298
O 8.071922 -3.122743 -0.800328 0.0030 -0.0110 -0.0146
H 8.054012 -2.737523 -3.357648 0.0120 -0.0022 0.0235
H 5.950313 -2.394481 -4.659086 -0.0263 -0.0009 -0.0011
H 3.625704 -2.780015 -0.982680 0.0085 0.0416 0.0084
H 5.719650 -3.115645 0.310829 0.0067 0.0267 0.0043
C 4.081763 1.139617 -0.691950 -0.0292 -0.1131 -0.0293
C 3.524939 1.771475 -1.723279 0.0246 0.0156 0.0103
C 4.088634 3.038864 -2.242442 -0.0384 0.0256 0.0265
O 3.587972 3.617549 -3.188375 -0.0374 -0.0988 0.0341
C 5.296670 3.587128 -1.575864 0.0361 0.0203 0.0290
C 5.853246 2.956901 -0.545004 0.0024 0.0161 -0.0170
C 5.291288 1.684256 -0.023702 -0.0139 0.0051 -0.0153
O 5.807370 1.110812 0.912134 0.0105 -0.0086 0.0057
H 3.690249 0.209202 -0.290606 -0.0089 0.0299 0.0449
H 2.645035 1.394033 -2.229089 -0.0015 0.0101 -0.0094
H 5.689491 4.511663 -1.982708 -0.0099 -0.0097 -0.0301
H 6.734656 3.332698 -0.040621 -0.0012 -0.0159 0.0170
C 5.799107 4.309180 -5.448470 0.0553 -0.0357 -0.0631
C 5.770635 3.902967 -6.715815 -0.0071 0.0065 0.0257
C 6.689202 4.471444 -7.732522 -0.0108 -0.0140 -0.0223
O 6.661889 4.100410 -8.887652 0.0072 0.0052 0.0151
C 7.646486 5.512180 -7.282800 0.0212 0.0248 0.0260
C 7.684374 5.923576 -6.017855 -0.0031 0.0308 -0.0349
C 6.762668 5.348757 -5.004143 0.0147 -0.0059 0.0355
O 6.805376 5.713787 -3.846512 0.0060 -0.0240 -0.0047
H 5.132043 3.910319 -4.694271 0.0009 0.1027 -0.0313
H 5.080332 3.146082 -7.066646 0.0051 0.0031 -0.0160
H 8.306945 5.911155 -8.042820 -0.0111 -0.0121 -0.0128
H 8.381700 6.678534 -5.673250 -0.1042 -0.0763 0.0217
C 13.540494 8.603615 -6.246219 -0.0312 0.0027 -0.0116
C 12.216818 8.485140 -6.295096 0.0344 0.0111 -0.0138
C 11.464542 7.827075 -5.198652 -0.0448 -0.0133 0.0268
O 10.257191 7.716277 -5.242075 0.1020 0.0565 -0.0336
C 12.239525 7.307263 -4.045475 0.0398 -0.0046 0.0213
C 13.563425 7.425539 -3.996534 -0.0307 -0.0063 0.0062
C 14.319164 8.083900 -5.092475 0.0113 -0.0007 0.0037
O 15.524645 8.194362 -5.048496 -0.0009 0.0010 -0.0012
H 14.113156 9.078599 -7.032491 0.0218 -0.0042 0.0126
H 11.627369 8.856371 -7.123772 -0.0204 -0.0076 0.0114
H 11.665001 6.832766 -3.260155 -0.0226 0.0044 -0.0143
H 14.151705 7.054135 -3.167287 0.0210 0.0074 -0.0105
```
Positions in Å, forces in eV/Å.

Values from the calculation:
HOMO energy, eV: -4.91
Spin multiplicity: 1
HOMO-LUMO gap, Eh: 0.14290
LUMO, eV: -1.027
Total charge: -1
Strongest force on any atom, Eh/bohr: 0.01364

=====

No. 2
A structure of composition C45H48GeN5O4ReS2Se at a distorted geometry. Source: the Open Molecules 2025 dataset; level of theory: ωB97M-V/def2-TZVPD.

```
107
Properties=species:S:1:pos:R:3:forces:R:3
Re 0.838825 1.087306 1.551379 -1.2052 0.2250 -1.1900
N -3.789560 6.317426 4.534401 -0.1107 -0.0306 -0.0231
C -3.409431 4.981465 4.378589 0.0328 -0.0362 0.0042
C -3.431483 4.106684 5.464350 0.0059 0.0044 0.0097
C -3.050933 2.784656 5.302654 0.0062 -0.0028 -0.0103
C -2.671472 2.323420 4.050905 -0.1074 0.0282 0.0179
C -2.676914 3.183195 2.958642 0.0542 -0.0028 -0.0113
C -3.031312 4.504633 3.123057 -0.0428 0.0328 -0.0038
S -2.127498 0.659530 3.841271 0.0932 0.1292 0.0684
O -2.887827 0.062501 2.779114 -0.0562 -0.0163 0.0306
O -2.157172 0.050299 5.151896 0.0036 0.0018 -0.0110
N -0.598794 0.776040 3.327419 -0.1028 -0.0438 0.3729
C 0.346188 1.281897 4.141624 0.2169 -0.2098 0.1379
S 0.311555 1.793263 5.796277 -0.0423 0.0129 0.0151
C 1.976507 2.256622 5.668245 0.0538 0.0515 -0.0165
C 2.445878 2.004252 4.429041 0.0943 -0.0517 -0.0707
N 1.540396 1.433580 3.575472 -0.1656 -0.0331 -0.1496
H -3.654051 6.687120 5.460226 0.0366 0.0187 0.0411
H -3.424617 6.931385 3.825024 0.0563 0.0317 -0.0251
H -3.728879 4.470645 6.442138 0.0032 -0.0062 -0.0126
H -3.038538 2.104034 6.142818 0.0029 -0.0084 0.0073
H -2.355595 2.834032 1.987912 -0.0177 0.0117 0.0418
H -2.954968 5.181108 2.280397 0.0090 -0.0225 0.0168
H 2.506822 2.680645 6.504537 -0.0159 -0.0253 -0.0268
H 3.450994 2.188696 4.080553 -0.0239 0.0172 0.0013
C 1.936940 0.349077 0.404077 0.5809 -0.1914 0.5772
Ge 3.106305 -0.710283 -0.642220 -0.0600 0.0629 0.0025
C 2.862301 -0.379402 -2.559453 0.0772 0.0534 -0.0553
C 3.782717 -0.758133 -3.536654 -0.0272 -0.0584 -0.0041
C 3.538930 -0.516200 -4.882989 0.0090 -0.0069 0.0081
C 2.369159 0.122063 -5.272003 -0.0029 0.0043 -0.0219
C 1.454785 0.527811 -4.310185 -0.0059 -0.0254 0.0010
C 1.703226 0.280583 -2.966422 0.0111 0.0289 0.0019
C 2.781827 -2.625873 -0.337156 0.0109 -0.0317 -0.1064
C 2.885527 -3.562423 -1.363636 -0.0640 -0.0087 -0.0307
C 2.602867 -4.906380 -1.139390 -0.0109 -0.0030 0.0152
C 2.217272 -5.329876 0.124797 -0.0086 -0.0061 -0.0153
C 2.120082 -4.407658 1.160412 -0.0247 0.0036 0.0376
C 2.399218 -3.068163 0.929673 0.0268 0.0154 -0.0107
C 4.954300 -0.368965 -0.089683 0.0310 -0.0038 0.0380
C 6.019067 -1.154880 -0.529826 -0.0070 -0.0173 0.0031
C 7.313303 -0.922077 -0.083637 -0.0059 0.0114 -0.0152
C 7.558705 0.102347 0.820961 0.0102 -0.0067 0.0036
C 6.507500 0.887002 1.274150 -0.0004 0.0265 0.0048
C 5.214578 0.651937 0.822973 0.0242 0.0292 -0.0434
H 4.709645 -1.244570 -3.249043 -0.0132 0.0096 -0.0100
H 4.263984 -0.821564 -5.628823 -0.0079 0.0084 0.0157
H 2.177129 0.314668 -6.320937 0.0049 -0.0067 0.0100
H 0.551444 1.047390 -4.608171 -0.0152 0.0028 0.0098
H 1.009894 0.634605 -2.210953 -0.0603 0.0147 0.0349
H 3.164312 -3.240622 -2.362988 -0.0248 -0.0093 0.0304
H 2.676966 -5.619847 -1.952557 0.0035 0.0125 0.0109
H 1.986966 -6.374000 0.302211 0.0079 0.0152 0.0035
H 1.812487 -4.731205 2.148141 0.0005 -0.0007 -0.0155
H 2.283326 -2.343358 1.729759 0.0054 -0.0043 0.0074
H 5.840278 -1.976245 -1.217708 -0.0052 0.0033 0.0238
H 8.128823 -1.542909 -0.436348 -0.0121 0.0040 0.0087
H 8.566166 0.281942 1.177901 -0.0149 0.0055 -0.0120
H 6.694420 1.685314 1.983298 -0.0029 -0.0177 -0.0045
H 4.388658 1.258731 1.181501 0.0058 -0.0123 -0.0009
C -4.860504 0.087991 -1.149086 0.0109 0.0202 -0.0048
C -4.780402 1.445339 -1.852932 0.0378 -0.0512 -0.0223
C -4.026029 1.438674 -3.187490 0.0340 -0.0221 0.0470
C -2.500820 1.428882 -3.099213 -0.0011 -0.0364 -0.0148
N -1.952997 0.179342 -2.595501 -0.1079 0.0388 0.0900
C -1.441108 -0.021926 -1.347744 0.0019 -0.1956 0.0512
Se -1.252715 1.314843 -0.092580 0.4952 0.2525 0.1703
N -1.127059 -1.331518 -1.243366 0.2177 0.0590 -0.0216
C -0.626524 -1.984840 -0.034542 -0.0500 -0.1447 0.0631
C -1.737050 -2.292081 0.961661 0.0246 -0.0077 -0.1125
C -2.819348 -3.237320 0.440031 0.0708 -0.0195 0.0239
C -2.381349 -4.699525 0.445328 0.0126 -0.0054 -0.0153
C -1.383171 -1.967724 -2.448086 -0.0292 -0.0082 0.0017
C -1.179451 -3.273804 -2.865268 0.0178 0.0036 0.0161
C -1.548883 -3.585812 -4.164703 -0.0040 -0.0143 -0.0136
C -2.103808 -2.628061 -5.016703 -0.0103 -0.0070 -0.0127
C -2.305553 -1.321260 -4.598257 0.0285 0.0098 -0.0226
C -1.927523 -1.010510 -3.301207 -0.0091 0.0097 -0.0164
H -5.678502 0.076694 -0.427234 0.0170 0.0090 -0.0093
H -3.955757 -0.139816 -0.587502 0.0689 -0.0198 -0.0146
H -5.036090 -0.718856 -1.867704 -0.0115 0.0213 0.0174
H -4.327108 2.181540 -1.183296 -0.0235 0.0032 0.0063
H -5.797038 1.791868 -2.055633 0.0042 0.0113 -0.0095
H -4.291774 2.333121 -3.758256 -0.0038 0.0114 0.0244
H -4.361741 0.580942 -3.780767 0.0059 0.0235 -0.0309
H -2.140680 2.213823 -2.434141 -0.0154 0.0292 -0.0183
H -2.068708 1.601567 -4.088772 0.0069 -0.0249 -0.0042
H 0.098580 -1.307203 0.421763 0.0365 -0.0151 0.0115
H -0.093384 -2.880496 -0.355018 -0.0092 -0.0111 -0.0446
H -2.169332 -1.350594 1.301097 0.0089 -0.0417 -0.0364
H -1.254472 -2.737540 1.838012 -0.0303 0.0566 0.0470
H -3.112590 -2.945355 -0.573693 -0.0333 0.0284 0.0055
H -3.713904 -3.122738 1.056675 0.0045 -0.0145 0.0033
H -1.439978 -4.839850 -0.093079 -0.0117 0.0031 -0.0063
H -3.127941 -5.349793 -0.015929 0.0119 0.0067 0.0074
H -2.217455 -5.045762 1.468529 -0.0029 0.0055 -0.0088
H -0.741488 -4.014423 -2.209718 -0.0082 0.0100 -0.0069
H -1.401610 -4.595127 -4.526818 -0.0011 0.0112 0.0017
H -2.380099 -2.909991 -6.024862 0.0093 0.0032 0.0191
H -2.728784 -0.576702 -5.259926 0.0063 -0.0123 0.0143
C 1.328639 4.153397 -0.001522 -0.0592 -0.0145 0.0204
C 0.212622 4.167477 1.032007 0.0028 0.0897 0.2812
O -0.515886 5.155963 1.136523 0.1008 -0.2111 -0.0716
O 0.096861 3.113128 1.777555 -0.0069 0.2411 -0.1074
H 1.582076 5.172916 -0.287233 -0.0225 -0.0141 -0.0088
H 0.977499 3.609520 -0.880849 -0.0025 -0.0298 -0.0259
H 2.201061 3.618314 0.372431 0.0047 -0.0139 0.0209
```
Positions in Å, forces in eV/Å.

Values from the calculation:
HOMO energy (alpha / beta), eV: -3.40 / -3.48
Spin multiplicity: 2
⟨S²⟩: 0.76
HOMO-LUMO gap (alpha / beta), Eh: 0.20823 / 0.21137
LUMO (alpha / beta), eV: 2.270 / 2.270
Total charge: -1
Strongest force on any atom, Eh/bohr: 0.03323